1.
Computed, not measured: C4H6O in the gas phase in a non-equilibrium geometry, with the ωB97M-V functional and the def2-TZVPD basis.

The LUMO energy is 0.962 eV. The HOMO energy comes out at -0.341 hartree. The molar mass comes out at 70.091 g mol⁻¹. As for the net charge: 0. Its electronic energy is -231.1333 a.u.

Structure (XYZ):
```
11
Properties=species:S:1:pos:R:3:forces:R:3:mulliken_charge:R:1
C -0.9122 -1.3710 0.1093 -0.7438 -2.0093 2.3549 -0.13
C -0.0913 -0.3810 0.0175 2.2925 1.7415 -0.7294 0.18
C -1.5212 -0.1471 -0.4681 1.1694 0.4907 0.0621 -0.28
C 1.3638 0.1987 0.2114 -0.3307 -3.1738 -0.9854 -1.07
O -2.3503 0.7150 0.3237 0.0322 -0.4326 -2.2990 -0.51
H -1.0688 -2.2986 0.7799 0.0822 1.3892 -1.7215 0.25
H -1.6978 -0.0384 -1.5447 -0.3872 -0.0277 0.5744 0.34
H 1.8036 0.7118 -0.6252 -0.4956 0.1498 -0.8004 0.29
H 2.1435 -0.5842 0.4657 -1.2679 0.1745 -0.4866 0.27
H 1.5248 0.8322 1.0028 -0.5852 1.7994 2.0869 0.32
H -2.0679 0.5045 1.1857 0.2339 -0.1017 1.9440 0.33
```
Positions in Å, forces in eV/Å.

=====

2.
Computed, not measured: a molecular structure, C4H6O in a non-equilibrium geometry, with the ωB97M-V functional and the def2-TZVPD basis.

The LUMO energy (spin up / spin down) is 1.141 / -1.544 eV. The HOMO energy (spin up / spin down) comes out at -0.121 / -0.397 hartree. The molar mass comes out at 70.091 g mol⁻¹. As for the net charge: 0. As for the multiplicity: 3. Its electronic energy is -230.8844 a.u.

Structure (XYZ):
```
11
Properties=species:S:1:pos:R:3:forces:R:3:mulliken_charge:R:1
C 0.6736 1.0036 -0.3405 -0.6307 1.3377 1.5562 -0.47
C 1.2228 0.0840 0.6790 8.7250 2.8643 6.4583 -0.37
C 0.0808 -0.4050 -0.0857 -3.3526 -0.6498 -5.6798 0.66
C -1.3159 -0.6993 -0.2098 -1.2009 1.1846 -0.0144 -1.04
O 1.3489 -1.0503 -0.1557 -1.5574 -2.3016 2.0007 -0.33
H 0.2925 1.9264 0.1348 -0.2624 -0.6768 -0.4399 0.26
H 1.2849 1.0897 -1.2688 -0.5886 -0.1140 0.8109 0.21
H 1.6895 0.1163 1.9830 -1.8837 -0.1546 -4.7320 0.26
H -1.8881 -0.3116 0.7127 0.4461 -0.0595 -0.6523 0.20
H -1.7440 -1.6618 -0.3605 0.4618 -1.2897 -0.0263 0.37
H -1.6449 -0.0920 -1.0886 -0.1566 -0.1406 0.7187 0.27
```
Positions in Å, forces in eV/Å.

=====

3.
Computed, not measured: 2 unconnected molecules or ions with the total composition C4H6O2 in a non-equilibrium geometry, with the ωB97M-V functional and the def2-TZVPD basis.

The LUMO energy is 0.762 eV. The HOMO energy comes out at -0.317 hartree. The molar mass comes out at 86.090 g mol⁻¹. As for the net charge: 0. Its electronic energy is -306.3580 a.u.

Structure (XYZ):
```
12
Properties=species:S:1:pos:R:3:forces:R:3:mulliken_charge:R:1
O 0.7132 2.0790 0.7686 -0.0595 -0.4944 -0.2392 -0.54
C 0.4198 1.0300 0.2551 0.1602 0.5741 0.2125 0.36
C -0.9455 0.5729 -0.2249 0.0014 1.2179 -0.4843 -0.18
C -0.6972 -0.8535 -0.3967 -3.6418 -3.9222 4.2730 -0.53
O 0.5758 -1.1641 -0.6066 1.1025 0.2238 -0.5253 -0.36
C 1.3768 -0.1266 -0.0260 0.3784 -0.0316 0.0723 -0.24
H -1.1224 1.0118 -1.2166 0.0713 0.2538 0.0245 0.19
H -1.7589 0.8881 0.4287 0.1892 -0.2351 -0.0459 0.30
H -1.0991 -1.4236 1.0411 1.2121 1.3550 -0.9529 0.08
H -1.4674 -1.6844 -0.2034 0.9203 1.0000 -2.3472 0.40
H 2.1706 0.1571 -0.7251 -0.1697 -0.0019 0.1247 0.26
H 1.8345 -0.4868 0.9058 -0.1643 0.0607 -0.1123 0.26
```
Positions in Å, forces in eV/Å.

=====

4.
Computed, not measured: C4H6O2 in the gas phase in a non-equilibrium geometry, with the ωB97M-V functional and the def2-TZVPD basis.

The LUMO energy is 0.799 eV. The HOMO energy comes out at -0.357 hartree. The molar mass comes out at 86.090 g mol⁻¹. As for the net charge: 0. Its electronic energy is -306.4348 a.u.

Structure (XYZ):
```
12
Properties=species:S:1:pos:R:3:forces:R:3:mulliken_charge:R:1
O -1.6665 -1.4246 0.6122 0.8059 0.0072 -0.0387 -0.47
C -0.6092 -1.2931 0.0505 0.5017 -0.2603 0.7593 -0.01
O -1.0509 0.4530 -1.5512 0.0558 1.0224 -0.0040 -0.49
C -0.5952 0.9687 -0.5525 -0.4008 0.4448 -0.6890 0.13
C 0.8419 0.9031 -0.1787 -0.1984 -0.2162 -0.0990 -0.49
C 0.6256 -0.4515 0.5879 -0.1738 -0.5102 0.1782 -0.59
H -0.3719 -1.8233 -0.8878 -0.1509 -0.0024 -0.0086 0.34
H -1.2380 1.2620 0.3011 -0.2158 0.2932 -0.3237 0.34
H 1.5103 0.8243 -1.0419 -0.2606 -0.1586 0.1593 0.30
H 1.1667 1.7326 0.4656 -0.1370 -0.4696 -0.0394 0.26
H 1.4803 -1.1048 0.4254 0.1697 0.0162 0.2479 0.35
H 0.4785 -0.2548 1.6526 0.0041 -0.1664 -0.1423 0.32
```
Positions in Å, forces in eV/Å.

=====

5.
Computed, not measured: 2 unconnected molecules or ions with the total composition C4H6O2 in a non-equilibrium geometry, with the ωB97M-V functional and the def2-TZVPD basis.

The LUMO energy is 0.882 eV. The HOMO energy comes out at -0.390 hartree. The molar mass comes out at 86.090 g mol⁻¹. As for the net charge: 0. Its electronic energy is -306.3765 a.u.

Structure (XYZ):
```
12
Properties=species:S:1:pos:R:3:forces:R:3:mulliken_charge:R:1
C 0.1689 -1.4585 -2.3471 -0.4085 -0.9797 -0.5049 -0.61
C 1.2623 -1.3682 -2.8440 3.5446 3.5798 -0.4909 -0.09
C -0.6896 0.2821 0.8493 3.5922 -0.0427 0.8628 0.72
C -0.5002 1.1280 2.1664 -0.9789 -0.6516 0.3136 -0.92
H -0.8144 -1.7964 -2.1038 0.0285 0.1856 0.2705 0.46
H 2.2697 -0.6951 -3.1248 -3.2212 -2.7700 0.7480 0.29
H 0.4438 0.0690 -0.7358 0.7121 1.4462 2.7242 0.21
H -1.1849 0.7046 2.9728 0.0532 1.4207 -1.2409 0.30
H 0.4818 0.9044 2.6774 -0.6259 0.3512 -1.3748 0.28
H -0.5417 2.2363 1.8166 -0.2437 -1.9400 1.2612 0.26
O -1.4432 -0.5816 0.4753 0.3361 1.5581 0.5070 -0.49
O 0.5476 0.5754 0.1975 -2.7884 -2.1577 -3.0756 -0.41
```
Positions in Å, forces in eV/Å.

=====

6.
Computed, not measured: C4H6O2 in the gas phase in a non-equilibrium geometry, with the ωB97M-V functional and the def2-TZVPD basis.

The LUMO energy is 0.949 eV. The HOMO energy comes out at -0.286 hartree. The molar mass comes out at 86.090 g mol⁻¹. As for the net charge: 0. Its electronic energy is -306.3912 a.u.

Structure (XYZ):
```
12
Properties=species:S:1:pos:R:3:forces:R:3:mulliken_charge:R:1
C 0.6469 0.5664 0.7487 -0.0339 -0.3064 -0.8976 -0.29
C 0.2455 0.6723 -0.7019 0.6751 -0.2316 3.0632 -0.27
C 0.0821 -0.4982 1.3229 2.1001 2.5171 2.9565 -0.07
C -0.3606 -0.3503 -1.2425 -1.7190 -0.4266 -4.3258 -0.03
O 0.1172 -0.8899 2.6307 0.3233 -0.1154 -0.0671 -0.49
O -0.9037 -0.2107 -2.5249 -0.8881 1.2878 -2.4381 -0.56
H 1.3647 1.2808 1.1836 -0.6204 -0.5057 -0.0203 0.30
H 0.1999 1.6409 -1.1487 0.2100 0.2962 -0.5258 0.25
H -0.4972 -1.1087 0.7665 -1.9132 -1.8450 -1.0604 0.21
H -0.6750 -1.4274 -1.0684 1.2154 1.6541 0.6680 0.34
H 0.7277 -0.3390 3.1353 -0.0567 0.0089 -0.1248 0.31
H -0.9475 0.6638 -3.1013 0.7074 -2.3336 2.7722 0.31
```
Positions in Å, forces in eV/Å.

=====

7.
Computed, not measured: 2 unconnected molecules or ions with the total composition C4H6O2, with the ωB97M-V functional and the def2-TZVPD basis.

The LUMO energy (spin up / spin down) is -1.585 / -1.577 eV. The HOMO energy (spin up / spin down) comes out at -0.347 / -0.347 hartree. The molar mass comes out at 86.090 g mol⁻¹. As for the net charge: 0. Its electronic energy is -306.2978 a.u.

Structure (XYZ):
```
12
Properties=species:S:1:pos:R:3:forces:R:3:mulliken_charge:R:1
C 0.6346 1.5065 0.3847 -0.0701 0.0721 0.0113 -0.94
C 0.0408 0.2421 0.9435 -0.1995 0.2371 0.1826 0.67
O -0.8827 0.2019 1.7259 0.4068 -0.0360 -0.3044 -0.54
C 0.7155 -1.0641 0.5160 0.3862 -0.1579 -0.1430 -0.04
C -1.3485 -1.0739 -1.3318 -0.3628 -0.0082 -0.4678 -0.35
O 1.7316 -1.0875 -0.1364 -0.4577 0.0089 0.3466 -0.50
H 0.7814 1.4161 -0.6956 -0.0167 -0.0178 0.1481 0.28
H -0.0068 2.3569 0.6223 0.0791 -0.1373 -0.0176 0.33
H 1.6263 1.6608 0.8252 -0.1211 -0.0510 -0.0665 0.29
H 0.2205 -1.9670 0.9192 0.0797 0.0638 -0.0524 0.44
H -1.4162 -0.3451 -2.1664 0.0868 -0.0504 0.1860 0.18
H -2.0966 -1.8468 -1.6067 0.1894 0.0766 0.1771 0.19
```
Positions in Å, forces in eV/Å.

=====

8.
Computed, not measured: C4H6O2 in the gas phase in a non-equilibrium geometry, with the ωB97M-V functional and the def2-TZVPD basis.

The LUMO energy is 0.991 eV. The HOMO energy comes out at -0.374 hartree. The molar mass comes out at 86.090 g mol⁻¹. As for the net charge: 0. Its electronic energy is -306.3506 a.u.

Structure (XYZ):
```
12
Properties=species:S:1:pos:R:3:forces:R:3:mulliken_charge:R:1
C -0.5294 -2.0222 -0.1756 2.7071 -4.4870 -0.9125 0.18
C 0.0905 0.1359 0.5859 -1.7451 -1.6463 -3.9087 -0.39
C 0.7788 0.9676 -0.4215 6.5577 -4.2850 -8.6142 -0.36
C -0.2629 1.4617 0.1812 -8.4605 6.1216 5.3524 -0.24
H -1.5378 -2.6634 -0.2744 2.3374 0.9483 -0.0545 0.27
H 0.5519 -0.1569 1.4243 1.4958 -1.3214 2.7862 0.50
H 0.7503 0.9171 -1.6584 0.2403 -0.8548 3.3090 0.19
H 1.7976 1.0312 -0.0697 0.1298 1.2029 -0.0899 0.22
H 0.0117 2.3880 0.7770 -1.5271 -1.1657 -0.0264 0.23
H -1.4035 1.2406 -0.1251 2.7753 1.7451 -0.1951 0.19
O 0.6575 -2.5013 -0.2489 -5.1349 2.2651 0.5981 -0.54
O -0.9047 -0.7982 0.0053 0.6241 1.4773 1.7555 -0.24
```
Positions in Å, forces in eV/Å.

=====

9.
Computed, not measured: C4H6O2 in the gas phase, with the ωB97M-V functional and the def2-TZVPD basis.

The LUMO energy is 0.979 eV. The HOMO energy comes out at -0.371 hartree. The molar mass comes out at 86.090 g mol⁻¹. As for the net charge: 0. Its electronic energy is -306.4275 a.u.

Structure (XYZ):
```
12
Properties=species:S:1:pos:R:3:forces:R:3:mulliken_charge:R:1
O 1.5335 0.8788 1.2450 0.2439 -0.1481 -0.2410 -0.47
C 1.7719 0.2563 0.2376 -0.0686 0.2325 0.3131 0.03
C 0.6830 -0.4044 -0.5611 -0.0676 0.1230 0.0454 -0.58
C -0.5813 -0.4954 0.2603 0.1028 0.2914 0.3840 0.13
C -1.6692 0.4638 0.1032 0.2051 0.3928 0.1349 -0.44
O -1.7359 -0.8282 -0.4877 -0.1499 -0.1084 -0.0518 -0.44
H 2.8148 0.1557 -0.1218 -0.0850 0.0096 -0.0669 0.36
H 1.0371 -1.3652 -0.9667 -0.2217 0.1076 0.3100 0.31
H 0.4738 0.2122 -1.4474 0.1191 -0.0160 0.0863 0.26
H -0.5104 -0.7993 1.3042 0.1832 -0.8757 -0.3606 0.35
H -2.3682 0.5826 0.9328 0.2303 0.2045 -0.1956 0.26
H -1.4493 1.3432 -0.4984 -0.4915 -0.2131 -0.3577 0.23
```
Positions in Å, forces in eV/Å.

=====

10.
Computed, not measured: C4H6O2 in the gas phase in a non-equilibrium geometry, with the ωB97M-V functional and the def2-TZVPD basis.

The LUMO energy is 0.493 eV. The HOMO energy comes out at -0.327 hartree. The molar mass comes out at 86.090 g mol⁻¹. As for the net charge: 0. Its electronic energy is -306.3993 a.u.

Structure (XYZ):
```
12
Properties=species:S:1:pos:R:3:forces:R:3:mulliken_charge:R:1
O 0.2825 1.5406 -0.9736 -0.0990 0.1023 -0.3810 -0.44
C 1.2741 0.7360 -0.5257 -0.3895 -0.4715 0.1535 0.59
C -0.7949 -1.2111 -0.0487 1.9321 0.2892 -0.4190 -0.24
C -1.1527 -0.1960 0.8850 1.4208 0.4857 -0.0113 -0.50
C 0.7643 -0.5019 0.1778 -2.7386 0.3384 1.4047 -0.49
O 2.4438 1.0358 -0.6911 -1.0501 -0.6806 0.4264 -0.59
H 0.7119 2.2739 -1.4434 -0.0099 -0.1278 0.0648 0.33
H -1.0357 -2.2415 0.2770 1.0037 0.5416 -0.2561 0.30
H -0.9885 -1.0567 -1.0960 -0.3382 0.0421 -0.2101 0.22
H -1.5527 -0.4726 1.8753 0.9731 0.1391 -0.3848 0.26
H -1.3957 0.7990 0.5515 -0.0094 0.0127 -0.1322 0.24
H 1.4437 -0.7054 1.0120 -0.6950 -0.6712 -0.2548 0.33
```
Positions in Å, forces in eV/Å.

=====

11.
Computed, not measured: a molecular structure, C4H6O2, with the ωB97M-V functional and the def2-TZVPD basis.

The LUMO energy is 0.898 eV. The HOMO energy comes out at -0.357 hartree. The molar mass comes out at 86.090 g mol⁻¹. As for the net charge: 0. Its electronic energy is -306.4360 a.u.

Structure (XYZ):
```
12
Properties=species:S:1:pos:R:3:forces:R:3:mulliken_charge:R:1
O 2.4979 -0.6365 -0.1508 -0.3013 0.3168 0.3176 -0.47
C 1.7756 0.0833 0.4954 0.2109 -0.1723 -0.2482 -0.17
C 0.4282 0.5544 0.0019 0.2399 0.0425 -0.1636 0.31
C -0.4185 -0.4393 -0.7976 -0.0060 -0.0937 -0.1069 -0.54
C -1.4863 -0.1182 0.2574 -0.3506 -0.1530 -0.0818 -0.28
O -0.5410 0.6205 1.0572 0.0407 0.0771 0.1362 -0.43
H 2.0630 0.4570 1.5003 -0.0236 -0.0732 -0.0726 0.33
H 0.5589 1.5347 -0.4844 0.0253 -0.1100 0.0564 0.28
H -0.0235 -1.4566 -0.7510 -0.0620 0.1556 -0.0140 0.21
H -0.6433 -0.1775 -1.8324 0.0261 -0.0239 0.1776 0.29
H -1.9217 -0.9583 0.8078 0.0919 0.1249 -0.0632 0.26
H -2.2893 0.5363 -0.1037 0.1089 -0.0908 0.0624 0.22
```
Positions in Å, forces in eV/Å.

=====

12.
Computed, not measured: C4H6O2 in the gas phase, with the ωB97M-V functional and the def2-TZVPD basis.

The LUMO energy (spin up / spin down) is -1.921 / -1.219 eV. The HOMO energy (spin up / spin down) comes out at -0.324 / -0.334 hartree. The molar mass comes out at 86.090 g mol⁻¹. As for the net charge: 0. Its electronic energy is -306.3298 a.u.

Structure (XYZ):
```
12
Properties=species:S:1:pos:R:3:forces:R:3:mulliken_charge:R:1
C -0.8879 0.6840 -0.6644 -0.2379 -0.1047 -0.2891 -1.12
C -0.2594 -0.4586 0.3725 0.3439 0.5614 -0.2363 0.94
O -1.0682 -1.3820 0.6863 -0.1428 -0.0962 0.1189 -0.72
C 0.3907 0.4453 1.2615 0.0930 0.0780 0.4773 -0.76
C 0.9796 -1.0230 -0.5355 0.3019 0.1136 -0.5646 0.01
O 1.6410 -0.4088 -1.3172 -0.3938 -0.3532 0.5222 -0.44
H -0.0993 1.1073 -1.2864 -0.0895 -0.0567 0.1713 0.39
H -1.4434 1.4604 -0.1376 0.0803 -0.1827 0.0025 0.35
H -1.5775 0.0604 -1.2341 0.1002 0.1114 -0.0078 0.31
H 1.1251 1.1503 0.8808 -0.1153 -0.1443 -0.0004 0.33
H 0.1433 0.4724 2.3232 0.0339 -0.0025 -0.1577 0.30
H 1.0560 -2.1077 -0.3490 0.0261 0.0757 -0.0363 0.40
```
Positions in Å, forces in eV/Å.

=====

Which ΔE to the lowest compared entry with this formula, charge and spin belongs to each record? In order, 237.4; 513.0; 389.4; 187.8; 340.8; 302.2; 547.3; 408.7; 207.0; 281.0; 184.5; 463.4 kJ/mol.